Record 1
This record from the Open Molecules 2025 dataset describes a single C3H2N2OS2 molecule in a non-equilibrium geometry. The level of theory is the ωB97M-V functional and the def2-TZVPD basis.

Its HOMO-LUMO gap is 7.8 eV. Its structure (SMILES) is S=c1cnonc1S. The calculation puts the HOMO energy at -9.5 eV. For the total energy, the calculation gives -1096.5050 Ha. As for the energy above the lowest of the compared OMol25 structures with the same formula, charge and spin: 77.8 kcal per mole.

Each atom is followed by the atoms it is bonded to, with distances in Å.
Cartesian coordinates (Å):
1 S -1.788 -0.170 1.339  C2 1.625
2 C -0.373 -0.417 0.579  S1 1.625, C3 1.465, C7 1.454
3 C 0.572 -1.504 0.843  C2 1.465, N4 1.298, H9 1.134
4 N 1.746 -1.700 0.324  C3 1.298, O5 1.393
5 O 2.182 -0.752 -0.599  N4 1.393, N6 1.348
6 N 1.429 0.326 -0.902  O5 1.348, C7 1.303
7 C 0.203 0.409 -0.469  C2 1.454, N6 1.303, S8 1.817
8 S -0.756 1.753 -1.227  C7 1.817, H10 1.411
9 H 0.348 -2.366 1.546  C3 1.134
10 H -1.730 1.746 -0.206  S8 1.411

Record 2
This record from the Open Molecules 2025 dataset describes 2 unconnected molecules or ions with the total composition C3H9N3O3. The level of theory is the ωB97M-V functional and the def2-TZVPD basis.

Its HOMO-LUMO gap is 10.1 eV. Its structure (SMILES) is NCC(=O)NC(N)=O.O. The calculation puts the HOMO energy at -9.7 eV. For the total energy, the calculation gives -509.7519 Ha. As for the energy above the lowest of the compared OMol25 structures with the same formula, charge and spin: 0.0 kcal per mole.

Each atom is followed by the atoms it is bonded to, with distances in Å.
Cartesian coordinates (Å):
1 N -1.712 1.417 1.501  C2 1.446, H9 1.011, H10 1.010
2 C -1.038 0.715 0.432  N1 1.446, C3 1.525, H11 1.087, H12 1.091
3 C 0.478 0.881 0.456  C2 1.525, O4 1.214, N5 1.380
4 O 1.048 1.375 1.406  C3 1.214
5 N 1.205 0.488 -0.649  C3 1.380, C6 1.419, H13 1.007
6 C 0.723 -0.022 -1.882  N5 1.419, N7 1.349, O8 1.208
7 N -0.126 -1.063 -1.758  C6 1.349, H14 1.009, H15 1.004
8 O 1.091 0.439 -2.936  C6 1.208
9 H -1.340 1.110 2.389  N1 1.011
10 H -1.533 2.408 1.433  N1 1.010
11 H -1.298 -0.339 0.498  C2 1.087
12 H -1.431 1.055 -0.528  C2 1.091
13 H 2.143 0.851 -0.702  N5 1.007
14 H -0.202 -1.583 -0.896  N7 1.009
15 H -0.458 -1.480 -2.610  N7 1.004
16 O 0.615 -2.171 0.960  H17 0.969, H18 0.966
17 H 0.472 -2.513 1.855  O16 0.969
18 H 1.365 -1.567 1.030  O16 0.966

Record 3
This record from the Open Molecules 2025 dataset describes 2 unconnected molecules or ions with the total composition C9H21N2S in a non-equilibrium geometry. The level of theory is the ωB97M-V functional and the def2-TZVPD basis.

Its HOMO-LUMO gap is 8.5 eV. The calculation puts the HOMO energy at -12.1 eV. For the total energy, the calculation gives -862.8800 Ha. As for the energy above the lowest of the compared OMol25 structures with the same formula, charge and spin: 29.0 kcal per mole. The charge is +1.

Each atom is followed by the atoms it is bonded to, with distances in Å.
Cartesian coordinates (Å):
1 C 2.648 -3.056 2.587  C2 1.366, H13 1.123, H14 1.058
2 C 2.530 -2.398 1.395  C1 1.366, C7 1.525, H15 1.087
3 C -0.892 3.166 -1.693  C8 1.517, H16 1.153, H17 1.130, H18 1.190
4 C -0.412 2.549 0.678  C8 1.508, H19 1.077, H20 1.128, H21 1.170
5 C 1.167 1.873 -1.251  C8 1.579, H22 1.066, H23 1.146, H24 1.161
6 C -2.246 -1.362 -0.971  C9 1.463, H25 1.054, H26 1.116, H27 1.089
7 C 1.158 -1.835 1.042  C2 1.525, N11 1.473, H28 1.105, H29 1.058
8 C -0.315 2.115 -0.764  C3 1.517, C4 1.508, C5 1.579, N10 1.566
9 C -1.822 -0.100 -0.364  C6 1.463, N10 1.322, S12 1.658
10 N -1.109 0.792 -1.030  C8 1.566, C9 1.322, H30 0.987
11 N 0.316 -2.703 0.200  C7 1.473, H31 1.033, H32 1.115
12 S -2.211 0.163 1.226  C9 1.658, H33 1.477
13 H 3.703 -3.354 2.834  C1 1.123
14 H 1.979 -3.022 3.406  C1 1.058
15 H 3.392 -2.116 0.795  C2 1.087
16 H -1.120 2.651 -2.699  C3 1.153
17 H -1.908 3.552 -1.385  C3 1.130
18 H -0.170 4.111 -1.744  C3 1.190
19 H -0.089 1.862 1.441  C4 1.077
20 H -1.383 2.886 1.144  C4 1.128
21 H 0.346 3.439 0.645  C4 1.170
22 H 0.968 1.611 -2.265  C5 1.066
23 H 1.832 2.781 -1.033  C5 1.146
24 H 1.609 0.983 -0.650  C5 1.161
25 H -2.076 -2.207 -0.365  C6 1.054
26 H -1.701 -1.483 -1.937  C6 1.116
27 H -3.289 -1.299 -1.278  C6 1.089
28 H 1.395 -0.909 0.486  C7 1.105
29 H 0.734 -1.479 1.943  C7 1.058
30 H -0.764 0.511 -1.910  N10 0.987
31 H -0.185 -3.411 0.762  N11 1.033
32 H 0.989 -3.278 -0.478  N11 1.115
33 H -3.076 -1.034 1.232  S12 1.477